Formula: C37H113N7O16
Source: OMol25
Level of theory: the ωB97M-V functional and the def2-TZVPD basis

Values from the calculation:
* highest occupied orbital energy: -8.47 eV
* E_tot: -3064.2679 hartree
* Kohn-Sham gap: 8.734 eV

Atoms and positions in Å:
1 C -3.71 4.16 1.39
2 O -2.88 4.81 0.40
3 H -4.56 3.67 0.91
4 H -3.18 3.47 2.04
5 H -4.14 4.83 2.14
6 H -2.71 4.21 -0.32
7 C 6.53 -1.16 1.00
8 O 5.28 -1.37 1.65
9 H 6.60 -1.83 0.15
10 H 6.60 -0.15 0.59
11 H 7.41 -1.31 1.63
12 H 4.70 -1.62 0.93
13 C 4.36 2.26 -0.33
14 O 4.54 2.95 -1.56
15 H 3.91 1.32 -0.64
16 H 5.30 2.03 0.16
17 H 3.72 2.80 0.38
18 H 5.34 3.49 -1.50
19 C 2.89 2.84 3.38
20 O 3.29 4.09 3.96
21 H 3.73 2.18 3.20
22 H 2.15 2.39 4.03
23 H 2.49 3.01 2.38
24 H 2.58 4.72 3.86
25 C -2.58 -2.16 -1.53
26 O -1.18 -2.22 -1.72
27 H -3.01 -3.14 -1.74
28 H -2.86 -1.77 -0.55
29 H -3.05 -1.53 -2.28
30 H -0.77 -2.85 -1.12
31 C 3.95 -1.36 -2.18
32 O 4.48 -2.11 -1.09
33 H 3.12 -0.81 -1.73
34 H 4.64 -0.87 -2.87
35 H 3.48 -2.04 -2.88
36 H 4.90 -2.90 -1.44
37 C 1.53 2.35 -3.12
38 O 0.30 1.87 -3.63
39 H 2.28 2.70 -3.83
40 H 1.37 3.09 -2.34
41 H 2.03 1.54 -2.58
42 H -0.11 2.55 -4.17
43 C 5.25 -1.66 5.40
44 O 4.98 -0.67 4.43
45 H 6.09 -2.21 4.97
46 H 5.60 -1.21 6.33
47 H 4.39 -2.29 5.60
48 H 4.83 -1.13 3.60
49 C 2.53 -4.09 2.89
50 O 1.20 -3.97 2.49
51 H 2.64 -3.63 3.87
52 H 2.72 -5.13 3.17
53 H 3.34 -3.81 2.22
54 H 0.77 -3.13 2.68
55 C -1.28 -2.87 5.16
56 C -0.83 -1.55 4.49
57 C 0.46 -0.87 5.05
58 O 0.32 -0.72 6.47
59 C 1.60 -0.45 7.00
60 N -0.62 -1.84 3.05
61 H -2.13 -3.33 4.67
62 H -1.55 -2.78 6.22
63 H -0.53 -3.66 5.08
64 H -1.63 -0.82 4.65
65 H 0.63 0.06 4.50
66 H 1.30 -1.53 4.84
67 H 1.91 0.59 6.84
68 H 2.42 -1.03 6.58
69 H 1.49 -0.55 8.08
70 H -0.38 -1.00 2.53
71 H -1.54 -2.05 2.69
72 C 1.91 -3.99 -0.94
73 C 0.69 -4.98 -0.87
74 C 1.24 -6.33 -0.31
75 O 2.24 -7.04 -1.11
76 C 1.94 -7.52 -2.40
77 N -0.30 -4.30 0.05
78 H 1.54 -3.07 -1.40
79 H 2.63 -4.48 -1.60
80 H 2.37 -3.66 -0.01
81 H 0.32 -5.13 -1.88
82 H 0.45 -7.06 -0.17
83 H 1.57 -6.26 0.73
84 H 0.90 -7.85 -2.34
85 H 2.49 -8.39 -2.73
86 H 2.00 -6.74 -3.16
87 H 0.06 -4.36 0.99
88 H -1.06 -4.96 -0.03
89 C -5.48 -0.93 0.77
90 C -5.67 -1.26 2.24
91 C -4.27 -1.32 2.95
92 O -3.37 -2.23 2.27
93 C -3.61 -3.60 2.10
94 N -6.65 -0.38 2.90
95 H -5.04 -1.78 0.24
96 H -4.86 -0.04 0.72
97 H -6.43 -0.81 0.25
98 H -6.16 -2.24 2.30
99 H -4.43 -1.67 3.97
100 H -3.77 -0.36 2.98
101 H -4.68 -3.77 1.99
102 H -3.29 -4.13 3.00
103 H -3.09 -4.05 1.26
104 H -6.59 0.62 2.74
105 H -6.53 -0.54 3.88
106 C -4.74 4.09 -2.22
107 C -3.92 2.80 -1.90
108 C -4.14 1.68 -2.88
109 O -5.43 1.25 -2.85
110 C -5.75 0.31 -3.87
111 N -2.48 3.14 -1.70
112 H -5.75 3.91 -2.59
113 H -4.26 4.65 -3.03
114 H -4.83 4.75 -1.36
115 H -4.30 2.44 -0.94
116 H -3.51 0.84 -2.58
117 H -3.87 1.97 -3.90
118 H -5.16 -0.59 -3.74
119 H -5.63 0.72 -4.87
120 H -6.82 0.13 -3.74
121 H -1.91 2.31 -1.58
122 H -2.10 3.50 -2.56
123 C 0.60 -2.74 -4.82
124 C 0.57 -1.17 -4.84
125 C 0.62 -0.65 -6.32
126 O 1.80 -1.26 -6.87
127 C 3.02 -0.54 -6.54
128 N -0.61 -0.72 -4.20
129 H 0.43 -3.12 -3.81
130 H 1.50 -3.30 -5.08
131 H -0.14 -3.19 -5.49
132 H 1.42 -0.71 -4.33
133 H 0.67 0.44 -6.30
134 H -0.25 -1.03 -6.85
135 H 3.06 0.51 -6.81
136 H 3.87 -0.95 -7.09
137 H 3.08 -0.70 -5.47
138 H -0.37 0.23 -3.96
139 H -0.74 -1.17 -3.30
140 C -1.73 0.72 0.95
141 C -0.44 1.00 0.04
142 C 0.78 0.15 0.44
143 O 1.21 0.52 1.80
144 C 2.45 -0.02 2.26
145 N -0.82 0.76 -1.31
146 H -2.61 1.32 0.72
147 H -1.55 0.94 2.00
148 H -2.10 -0.30 1.07
149 H -0.25 2.07 0.11
150 H 1.57 0.40 -0.27
151 H 0.62 -0.91 0.21
152 H 2.23 -1.08 2.19
153 H 2.77 0.28 3.26
154 H 3.24 0.34 1.61
155 H -0.03 1.06 -1.86
156 H -0.92 -0.25 -1.40
157 C 0.94 5.07 -0.37
158 C 0.21 6.45 -0.20
159 C -0.63 6.87 -1.47
160 O -1.15 8.23 -1.39
161 C -1.69 8.63 -2.65
162 N -0.66 6.44 0.94
163 H 0.32 4.18 -0.45
164 H 1.29 4.70 0.60
165 H 1.74 5.11 -1.10
166 H 1.01 7.17 -0.07
167 H -1.47 6.17 -1.53
168 H 0.05 6.71 -2.31
169 H -0.98 8.76 -3.47
170 H -2.10 9.63 -2.54
171 H -2.50 8.00 -3.03
172 H -1.29 5.67 0.80
173 H -1.28 7.23 0.87